1.
15
Properties=species:S:1:pos:R:3 method="wB97M-V/def2-TZVPD" total_charge=+1 orbital_gap_ev=9.248 de_lowest_kcal_mol=51.6 homo_ev=-13.685
I -3.014 -1.598 -0.845
N 0.054 -1.064 -1.351
C 0.641 -0.156 1.397
C -0.725 0.058 0.912
C -1.044 -0.451 -0.425
C -1.005 0.990 -0.200
H 1.172 -1.036 1.034
H 0.575 -0.241 -1.699
H -1.515 0.011 1.589
H -0.354 -1.694 -2.146
H -0.464 1.553 -0.902
H 0.558 -0.405 2.520
H 1.321 0.628 1.331
H 0.677 -1.531 -0.773
H -2.044 1.344 -0.212


2.
16
Properties=species:S:1:pos:R:3 method="wB97M-V/def2-TZVPD" total_charge=0 orbital_gap_ev="5.475 / 6.367" de_lowest_kcal_mol=170.0 homo_ev="-7.634 / -8.221"
I -4.219 0.206 -0.391
N -1.049 -0.818 0.379
N -2.573 0.912 0.306
C 1.292 -1.260 0.168
C 0.583 0.966 1.050
C 0.171 -0.238 0.122
C -0.036 0.111 -1.334
H -0.060 1.841 1.005
H 0.782 -0.202 -1.987
H -1.040 -0.429 -1.654
H 1.896 -0.906 -0.748
H -0.265 1.159 -1.256
H 1.577 1.307 0.920
H 0.403 0.781 2.146
H 1.770 -1.136 1.203
H 0.768 -2.296 0.072


3.
17
Properties=species:S:1:pos:R:3 method="wB97M-V/def2-TZVPD" total_charge=+1 orbital_gap_ev=9.299 de_lowest_kcal_mol=44.3 homo_ev=-13.281
I 3.386 -0.114 -0.040
N 0.401 0.448 0.396
N 1.736 2.179 -0.485
N -0.097 -2.062 -1.151
C 0.285 -2.057 0.054
C -0.830 1.171 0.185
C 1.537 0.932 -0.079
C 0.318 -0.864 0.948
H 2.545 2.429 -1.025
H 0.899 2.634 -0.865
H -0.555 -1.049 1.627
H 1.230 -0.898 1.569
H -0.415 -2.894 -1.662
H -0.898 2.007 0.867
H -1.701 0.696 0.565
H -1.107 1.563 -0.826
H 0.623 -2.970 0.507


4.
16
Properties=species:S:1:pos:R:3 method="wB97M-V/def2-TZVPD" total_charge=+1 orbital_gap_ev=9.649 de_lowest_kcal_mol=48.5 homo_ev=-13.836
I -0.077 0.094 3.165
O -1.918 2.150 -1.776
N -0.547 0.990 0.285
C 1.282 -0.636 0.503
C -1.004 1.307 -1.699
C 0.198 0.224 1.105
C 0.783 -2.091 0.592
H 1.012 -2.477 1.540
H 1.493 -0.301 -0.604
H 2.198 -0.463 1.114
H 0.125 1.565 -1.949
H -1.382 1.249 0.800
H -1.307 0.204 -1.707
H 1.166 -2.822 -0.050
H -1.751 3.043 -1.612
H -0.271 -2.037 0.294


5.
16
Properties=species:S:1:pos:R:3 method="wB97M-V/def2-TZVPD" total_charge=0 orbital_gap_ev="6.243 / 6.235" de_lowest_kcal_mol=117.3 homo_ev="-8.949 / -8.945"
I 3.037 1.872 -2.019
S 1.788 -0.551 0.493
O 2.150 0.267 -1.797
C -0.624 -1.016 -0.704
C -0.687 -0.624 1.606
C -0.210 1.428 -0.081
C -0.015 -0.074 0.322
H -0.517 -2.170 -0.254
H 0.464 1.601 -1.093
H -0.042 -0.929 -1.647
H -1.757 -0.618 1.513
H 0.053 1.997 0.733
H -0.354 -0.137 2.505
H -0.408 -1.777 1.673
H -1.630 -0.917 -0.895
H -1.249 1.646 -0.355


6.
15
Properties=species:S:1:pos:R:3 method="wB97M-V/def2-TZVPD" total_charge=0 multiplicity=3 orbital_gap_ev="8.468 / 9.299" de_lowest_kcal_mol=15.5 homo_ev="-7.879 / -9.673"
I 2.790 -0.427 0.469
Si -1.228 -0.902 0.303
C 0.383 1.483 0.356
C -0.094 -2.276 -0.268
C 1.810 1.235 -0.125
C -0.666 0.710 -0.407
H -1.535 -1.239 1.742
H -2.680 -1.132 -0.110
H -0.539 0.631 -1.558
H 0.830 -2.063 -0.871
H 0.299 2.672 0.270
H -0.298 -3.243 -0.005
H 0.182 1.350 1.417
H -1.633 1.321 -0.415
H 2.379 1.880 -0.799


7.
19
Properties=species:S:1:pos:R:3 method="wB97M-V/def2-TZVPD" total_charge=0 orbital_gap_ev=5.592 de_lowest_kcal_mol=0.0 homo_ev=-5.727
K -4.604 -0.308 0.994
Mg -1.254 -0.949 -0.009
O 0.506 0.495 1.577
O 0.501 -0.684 -1.002
O -2.963 -0.966 -0.758
O -1.764 0.126 1.555
C 0.770 1.240 0.401
C 0.981 -1.546 -2.026
C 1.435 0.315 -0.588
C -0.750 0.727 2.227
H 1.772 0.876 -1.473
H 2.312 -0.185 -0.149
H -0.877 1.826 2.302
H 1.228 -0.959 -2.922
H 1.875 -2.078 -1.672
H -0.136 1.821 0.162
H 0.181 -2.258 -2.259
H 1.418 2.192 0.395
H -0.633 0.315 3.245


8.
14
Properties=species:S:1:pos:R:3 method="wB97M-V/def2-TZVPD" total_charge=-1 multiplicity=2 orbital_gap_ev="3.057 / 8.391" de_lowest_kcal_mol=24.2 homo_ev="1.504 / -3.955"
N 0.394 -1.561 -0.820
C 0.161 0.700 -1.414
C 0.038 -0.259 -0.534
C -0.659 0.134 0.765
C 0.108 0.912 1.757
H 1.131 0.661 1.915
H -0.190 1.701 -0.988
H 0.557 0.813 -2.358
H -0.502 0.821 2.714
H -1.384 0.797 0.349
H -1.206 -0.632 1.173
H 0.858 -1.834 -1.612
H 0.105 1.939 1.416
H -0.015 -2.263 -0.322


9.
14
Properties=species:S:1:pos:R:3 method="wB97M-V/def2-TZVPD" total_charge=-1 multiplicity=2 orbital_gap_ev="3.253 / 9.318" de_lowest_kcal_mol=0.3 homo_ev="1.532 / -4.643"
N -0.905 -0.005 -1.060
C 0.958 0.587 0.351
C -0.622 -1.128 -0.165
C 0.069 1.069 -0.811
C 0.212 -0.589 0.993
H -0.077 -1.920 -0.683
H -1.582 -1.562 0.154
H 0.670 1.222 -1.701
H 1.157 1.406 1.046
H -0.491 1.940 -0.453
H -0.438 -0.279 1.819
H 0.943 -1.326 1.330
H 1.935 0.239 0.004
H -1.831 0.345 -0.823


10.
14
Properties=species:S:1:pos:R:3 method="wB97M-V/def2-TZVPD" total_charge=0 orbital_gap_ev=9.362 de_lowest_kcal_mol=41.5 homo_ev=-8.194
N -2.199 -0.474 1.693
C 1.164 -0.855 -1.903
C 2.210 -0.044 -1.991
C -1.066 0.097 1.149
C -0.392 1.154 1.633
H -0.877 1.675 2.456
H 1.014 -1.676 -1.212
H 2.242 0.765 -2.714
H 2.995 0.043 -1.249
H -2.839 -0.918 1.038
H 0.632 1.380 1.394
H -2.739 0.115 2.330
H 0.579 -0.992 -2.811
H -0.722 -0.270 0.187


11.
14
Properties=species:S:1:pos:R:3 method="wB97M-V/def2-TZVPD" total_charge=0 orbital_gap_ev=8.619 de_lowest_kcal_mol=76.8 homo_ev=-7.567
N 0.977 0.611 -1.372
C 1.718 -1.239 0.073
C -1.400 1.198 0.328
C 0.862 -0.184 -0.501
C -1.099 -0.198 0.567
H -0.864 -0.661 1.600
H -2.477 1.436 0.579
H -0.683 1.831 0.924
H 2.849 -1.286 -0.244
H 1.408 -1.235 1.158
H 0.356 1.233 -1.846
H -1.748 -0.770 -0.163
H 1.264 -2.209 -0.366
H -1.164 1.472 -0.737


12.
14
Properties=species:S:1:pos:R:3 method="wB97M-V/def2-TZVPD" total_charge=0 orbital_gap_ev=9.492 de_lowest_kcal_mol=41.0 homo_ev=-8.449
N -0.127 -0.082 -2.007
C 0.079 -1.465 -1.814
C -0.775 -2.344 -1.286
C -0.033 1.171 2.108
C 0.642 2.278 2.400
H -1.837 -2.135 -1.267
H 0.332 0.526 1.317
H -0.434 -3.333 -1.023
H 0.323 2.891 3.228
H 1.025 -1.773 -2.249
H 0.559 0.363 -2.600
H -1.027 0.926 2.462
H -0.275 0.437 -1.150
H 1.548 2.542 1.880


Which molecular weight belongs to each record? In order, 198.03 212.03 226.04 214.03 232.09 212.11 184.52 71.12 71.12 71.12 71.12 71.12 Da.